{
  "formula": "C20H40N3O",
  "method": "the ωB97M-V functional and the def2-TZVPD basis",
  "total_energy_ha": -1025.271479,
  "lumo_energy_ev": -3.2,
  "total_charge": 1,
  "e_homo_ev": -10.64,
  "elements": ["C", "O", "C", "C", "C", "C", "C", "C", "C", "C", "C", "C", "C", "C", "C", "N", "C", "C", "C", "C", "N", "H", "H", "H", "H", "H", "H", "H", "H", "H", "H", "H", "H", "H", "H", "H", "H", "H", "H", "H", "H", "H", "H", "H", "H", "H", "H", "H", "H", "H", "H", "H", "H", "H", "H", "H", "H", "H", "C", "C", "N", "H", "H", "H"],
  "positions_angstrom": [[7.667, -1.935, 0.845], [6.889, -0.788, 1.179], [6.377, -0.207, -0.003], [5.351, 0.876, 0.305], [4.130, 0.707, -0.603], [3.278, 2.004, -0.628], [1.907, 1.797, 0.008], [1.008, 2.997, -0.348], [-0.160, 3.171, 0.608], [-1.119, 1.975, 0.615], [-2.522, 2.478, 0.988], [-3.521, 1.360, 1.315], [-4.415, 1.040, 0.117], [-3.841, -0.027, -0.824], [-4.694, -0.098, -2.074], [-6.139, -0.356, -1.791], [-6.734, 0.481, -0.702], [-5.846, 0.620, 0.529], [-5.898, -0.587, 1.489], [-5.915, -1.948, 0.842], [-5.107, -2.862, 1.096], [8.071, -2.334, 1.765], [6.997, -2.677, 0.416], [8.444, -1.624, 0.150], [5.865, -0.999, -0.560], [7.186, 0.138, -0.652], [5.083, 0.807, 1.355], [5.754, 1.866, 0.121], [4.470, 0.513, -1.613], [3.529, -0.133, -0.272], [3.791, 2.790, -0.091], [3.126, 2.296, -1.661], [1.978, 1.797, 1.091], [1.408, 0.910, -0.371], [0.639, 2.874, -1.365], [1.586, 3.920, -0.342], [0.157, 3.390, 1.624], [-0.745, 4.024, 0.262], [-1.133, 1.490, -0.358], [-0.803, 1.237, 1.346], [-2.385, 3.135, 1.839], [-2.860, 3.106, 0.166], [-4.174, 1.722, 2.108], [-3.004, 0.480, 1.686], [-4.539, 1.941, -0.481], [-3.684, -0.986, -0.347], [-2.870, 0.327, -1.153], [-4.342, -0.932, -2.671], [-4.537, 0.787, -2.678], [-6.648, -0.127, -2.648], [-6.289, -1.356, -1.657], [-6.977, 1.467, -1.073], [-7.669, 0.024, -0.399], [-6.240, 1.467, 1.081], [-6.814, -0.498, 2.074], [-5.061, -0.536, 2.173], [-6.691, -2.218, 0.122], [-4.428, -2.560, 1.797], [7.275, -6.446, -0.362], [7.008, -5.238, -1.138], [6.802, -4.292, -1.747], [8.348, -6.592, -0.266], [6.838, -6.350, 0.630], [6.840, -7.308, -0.862]],
  "atomic_forces_ev_per_a": [[-0.8, 0.6, 0.3], [0.3, 0.1, 0.1], [-0.4, -0.5, 0.2], [0.2, -0.4, -0.5], [0.1, 1.2, 0.3], [-0.4, -1.6, 0.2], [-0.3, 1.6, -0.5], [0.2, -0.1, 0.6], [-0.5, -0.3, -0.8], [-0.3, 0.6, 0.3], [0.8, -0.7, 0.0], [-0.5, 0.9, -0.4], [-0.4, -1.1, 0.1], [-0.1, 1.1, 0.0], [1.2, -1.0, 0.0], [-0.2, 0.7, -0.9], [-0.3, -0.1, 1.2], [0.7, 0.0, 0.1], [-0.6, 0.1, -0.6], [-0.1, 0.7, 0.2], [0.8, -1.0, 0.1], [0.3, 0.0, 0.2], [0.2, -0.2, -0.4], [0.3, -0.4, -0.1], [0.0, -0.1, -0.2], [0.2, 0.2, 0.0], [-0.1, 0.0, 0.2], [0.2, 0.2, 0.1], [0.1, -0.3, -0.2], [-0.1, -0.3, 0.0], [0.1, 0.3, -0.1], [0.0, 0.3, -0.2], [0.1, -0.5, 0.3], [0.2, -0.4, 0.2], [-0.1, 0.0, -0.2], [0.2, 0.1, 0.0], [0.2, 0.0, 0.1], [0.0, 0.3, 0.1], [0.1, -0.1, -0.2], [0.1, -0.3, 0.1], [-0.2, 0.1, 0.3], [-0.3, 0.1, 0.0], [0.0, -0.1, 0.2], [0.1, -0.2, 0.1], [0.1, 0.3, 0.0], [-0.2, -0.2, 0.1], [0.3, -0.1, -0.1], [-0.2, -0.2, -0.3], [-0.6, 0.4, 0.0], [-0.1, -0.1, 0.0], [0.1, 0.0, 0.4], [0.2, 0.1, -0.5], [-0.3, -0.2, -0.2], [-0.3, 0.2, 0.1], [-0.1, 0.0, 0.1], [0.1, 0.0, 0.2], [-0.3, 0.2, 0.0], [0.1, -0.1, 0.0], [0.0, 0.1, 0.0], [0.1, -0.3, 0.2], [-0.1, 0.3, -0.2], [0.0, 0.0, 0.0], [0.0, 0.0, 0.0], [0.0, 0.0, 0.0]],
  "mulliken_charge": [-0.6328, -0.3836, -0.5941, -0.5584, -0.7572, -0.8385, -0.4635, -1.0503, -0.9308, -0.0885, -1.2113, -1.0189, 0.1908, -0.3218, -1.0964, 0.0324, -1.4698, 0.0767, -0.6260, -0.3971, -0.6172, 0.2805, 0.2102, 0.3013, 0.3723, 0.3440, 0.2181, 0.3546, 0.4252, 0.3865, 0.4689, 0.3793, 0.2323, 0.3557, 0.3295, 0.4999, 0.3614, 0.4692, 0.0893, 0.3127, 0.4752, 0.3411, 0.5136, 0.4488, 0.4858, 0.3340, 0.0816, 0.4624, 0.3758, 0.3881, 0.4251, 0.4519, 0.4394, 0.5708, 0.3766, 0.3809, 0.5240, 0.2642, -0.7989, 0.3660, -0.3720, 0.2648, 0.2685, 0.2977]
}